No. 1
{
  "formula": "C45H60BaN4OP2S2",
  "method": "the ωB97M-V functional and the def2-TZVPD basis",
  "symbols": ["Ba", "O", "C", "C", "C", "C", "C", "C", "C", "C", "N", "H", "H", "H", "H", "H", "H", "H", "H", "H", "H", "H", "C", "S", "C", "C", "C", "N", "P", "C", "C", "C", "C", "C", "C", "C", "C", "C", "C", "C", "C", "P", "C", "C", "C", "C", "C", "C", "C", "C", "C", "C", "C", "C", "H", "H", "H", "H", "H", "H", "H", "H", "H", "H", "H", "H", "H", "H", "H", "H", "H", "H", "H", "H", "H", "H", "H", "H", "H", "H", "H", "H", "H", "C", "C", "C", "C", "N", "C", "S", "N", "C", "C", "C", "C", "H", "H", "H", "H", "H", "H", "H", "H", "H", "H", "H", "H", "H", "H", "H", "H", "H", "H", "H", "H"],
  "xyz": [[0.06555, 0.23736, -0.38296], [-2.50320, 0.88458, -0.61179], [-3.63823, -0.00960, -0.61621], [-3.99794, -0.48867, 0.78007], [-2.84595, -1.15710, 1.54202], [-2.28142, -2.37349, 0.85599], [-2.83361, -3.63195, 1.05951], [-2.30025, -4.72463, 0.39830], [-1.21896, -4.53803, -0.45219], [-0.72837, -3.25710, -0.60037], [-1.24478, -2.19111, 0.02851], [-2.75434, 1.73405, -0.20838], [-3.35111, -0.84173, -1.25828], [-4.48720, 0.49119, -1.08350], [-4.83468, -1.18569, 0.68667], [-4.36320, 0.35538, 1.37243], [-3.20384, -1.44376, 2.53202], [-2.04381, -0.43217, 1.71759], [-3.66766, -3.75117, 1.73858], [-2.71826, -5.71112, 0.54891], [-0.76722, -5.36277, -0.98385], [0.12625, -3.07040, -1.24448], [8.06450, 0.99351, 2.07261], [7.99510, -0.80446, 1.91535], [6.76399, -1.21686, 3.18477], [5.36304, -1.46729, 2.63925], [4.79270, -0.26347, 1.90843], [3.43060, -0.49200, 1.39279], [3.08275, -0.96829, -0.19615], [4.44657, -2.01282, -0.73437], [5.64925, -1.49982, -1.21600], [6.68875, -2.35935, -1.53567], [6.53030, -3.72827, -1.37766], [5.33025, -4.24895, -0.91028], [4.28757, -3.39376, -0.59476], [3.21761, 0.56843, -1.19341], [3.36681, 1.82040, -0.60367], [3.26202, 2.97870, -1.36926], [2.99715, 2.89398, -2.72668], [2.83627, 1.64739, -3.32615], [2.93876, 0.49345, -2.56498], [1.97888, -0.09322, 2.21839], [2.52143, 0.88898, 3.62608], [2.59545, 2.27267, 3.47042], [3.08186, 3.06340, 4.50188], [3.48190, 2.47514, 5.69219], [3.39644, 1.09851, 5.85949], [2.91881, 0.30412, 4.82979], [1.35114, -1.64840, 2.92747], [0.12934, -1.59122, 3.60284], [-0.47371, -2.75077, 4.05835], [0.12770, -3.98363, 3.82472], [1.33652, -4.04723, 3.14924], [1.94832, -2.88174, 2.70157], [8.83793, 1.33834, 1.38871], [8.34848, 1.27868, 3.08425], [7.12222, 1.47125, 1.80460], [6.76156, -0.41337, 3.92482], [7.12669, -2.11140, 3.68957], [4.69992, -1.73930, 3.46803], [5.38858, -2.31814, 1.95207], [5.43957, -0.01091, 1.06542], [4.77628, 0.60558, 2.57086], [5.77926, -0.43086, -1.33607], [7.62671, -1.96087, -1.89737], [7.34592, -4.39474, -1.62500], [5.20858, -5.31806, -0.79942], [3.34493, -3.79487, -0.23735], [3.57940, 1.89520, 0.45721], [3.39660, 3.94562, -0.90062], [2.92854, 3.79401, -3.32375], [2.64809, 1.57521, -4.38953], [2.83134, -0.47608, -3.04356], [2.26650, 2.73357, 2.54534], [3.14061, 4.13709, 4.38236], [3.85523, 3.09338, 6.49796], [3.70029, 0.64512, 6.79354], [2.84852, -0.76839, 4.96403], [-0.33860, -0.62907, 3.79397], [-1.40700, -2.69736, 4.60477], [-0.33967, -4.89192, 4.18179], [1.81138, -5.00511, 2.98023], [2.89780, -2.93172, 2.18103], [1.41161, 8.00123, 0.82969], [0.92683, 6.60900, 0.44852], [0.51643, 6.52567, -1.01761], [0.01920, 5.14841, -1.43802], [-1.23375, 4.78438, -0.76830], [-1.38111, 3.90932, 0.21224], [-0.08857, 3.05116, 0.93393], [-2.64110, 3.67613, 0.66483], [-3.79938, 4.51280, 0.32395], [-5.05774, 4.02417, 1.03359], [-5.19685, 4.44701, 2.49673], [-4.11043, 3.93432, 3.43842], [1.70175, 8.04646, 1.87875], [0.63176, 8.74731, 0.66804], [2.27599, 8.29473, 0.23192], [0.08270, 6.32647, 1.08518], [1.71108, 5.87087, 0.64296], [1.36784, 6.77640, -1.65647], [-0.25133, 7.27525, -1.23601], [0.74723, 4.37676, -1.19245], [-0.16957, 5.11492, -2.51182], [-2.04786, 5.31310, -1.04813], [-2.64333, 3.28281, 1.59631], [-3.94941, 4.46167, -0.75780], [-3.60349, 5.55916, 0.58962], [-5.10586, 2.93180, 0.94900], [-5.91257, 4.40693, 0.47483], [-6.16830, 4.09697, 2.84934], [-5.23576, 5.53806, 2.54748], [-3.98993, 2.84799, 3.35940], [-4.36618, 4.14936, 4.47466], [-3.14225, 4.40815, 3.25696]],
  "energy_ha": -3549.299846,
  "spin_multiplicity": 1,
  "lumo_ev": -4.544,
  "e_homo_ev": -11.950,
  "homo_lumo_gap_ev": 7.4,
  "relative_energy_kcal_mol": 5.79,
  "charge": 2
}


No. 2
{
  "formula": "C45H60F5IrNO2P2Si",
  "method": "the ωB97M-V functional and the def2-TZVPD basis",
  "symbols": ["Ir", "C", "Si", "C", "C", "C", "C", "C", "C", "P", "C", "C", "C", "C", "C", "C", "C", "C", "C", "C", "C", "C", "C", "C", "C", "C", "C", "C", "P", "C", "C", "C", "C", "C", "C", "C", "C", "C", "C", "C", "C", "H", "H", "H", "H", "H", "H", "H", "H", "H", "H", "H", "H", "H", "H", "H", "H", "H", "H", "H", "H", "H", "H", "H", "H", "H", "H", "H", "H", "H", "H", "H", "H", "H", "H", "H", "H", "H", "H", "H", "H", "H", "H", "H", "H", "H", "H", "H", "H", "H", "H", "H", "H", "H", "H", "H", "C", "C", "N", "O", "H", "H", "H", "H", "H", "F", "C", "C", "F", "C", "F", "C", "O", "C", "F", "C", "F"],
  "xyz": [[-0.43578, 1.03496, -0.04393], [-4.37640, -1.41698, -0.43751], [-2.54632, -1.22886, 0.00669], [-1.51752, -2.27542, -1.18860], [-1.55171, -3.66597, -1.08937], [-0.83785, -4.47424, -1.95987], [-0.07742, -3.89507, -2.96468], [-0.03167, -2.51594, -3.08848], [-0.73941, -1.69608, -2.20754], [-0.49946, 0.12008, -2.24976], [-1.81383, 0.96879, -3.21718], [-3.23472, 0.57145, -2.84149], [-4.23135, 1.16613, -3.84503], [-3.82007, 2.57541, -4.30332], [-2.95108, 3.24964, -3.25018], [-1.62418, 2.49819, -3.09258], [1.02461, 0.43071, -3.24275], [0.81008, 0.28136, -4.77669], [2.03877, -0.18119, -5.57248], [3.34468, 0.07363, -4.83648], [3.33300, -0.74474, -3.55418], [2.22524, -0.29755, -2.59341], [-2.29946, -1.65079, 1.83221], [-3.31557, -2.33213, 2.50833], [-3.34550, -2.43629, 3.88832], [-2.35520, -1.83190, 4.64322], [-1.31154, -1.18493, 4.00256], [-1.26051, -1.10521, 2.61168], [0.20762, -0.39149, 1.79792], [1.14947, 0.44543, 3.14923], [2.10837, 1.52285, 2.60871], [3.06772, 2.02726, 3.70164], [2.45054, 1.87338, 5.08577], [2.24069, 0.38702, 5.40277], [1.93010, -0.43353, 4.13987], [1.13195, -1.86907, 1.18485], [1.03960, -3.10064, 2.11543], [2.24782, -4.02588, 1.94852], [2.65640, -4.09472, 0.48405], [3.18773, -2.73471, 0.00871], [2.57791, -1.56088, 0.78995], [-4.91754, -2.06314, 0.25337], [-4.48193, -1.84098, -1.43569], [-4.87721, -0.44831, -0.42469], [-2.14066, -4.13009, -0.30598], [-0.87220, -5.55069, -1.85605], [0.48884, -4.51357, -3.64835], [0.58869, -2.09061, -3.86451], [-1.64916, 0.68773, -4.26071], [-3.44440, 0.93634, -1.83270], [-3.33855, -0.51403, -2.81610], [-5.21968, 1.19273, -3.38227], [-4.31577, 0.50432, -4.70948], [-4.70301, 3.17673, -4.52019], [-3.25616, 2.51890, -5.23955], [-3.47697, 3.26440, -2.29197], [-2.75016, 4.29042, -3.50867], [-1.18374, 2.74849, -2.11905], [-0.90853, 2.83467, -3.84790], [1.18014, 1.50133, -3.06977], [0.50239, 1.26178, -5.14779], [-0.02889, -0.38007, -5.00249], [2.03031, 0.29761, -6.55207], [1.97336, -1.25725, -5.76280], [3.46428, 1.14011, -4.61455], [4.19143, -0.20954, -5.46280], [4.29375, -0.69600, -3.03925], [3.19029, -1.79506, -3.82939], [2.64048, 0.38296, -1.85103], [1.87549, -1.15999, -2.02436], [-4.13114, -2.77510, 1.95318], [-4.15620, -2.96467, 4.37177], [-2.38696, -1.86671, 5.72361], [-0.54337, -0.73208, 4.61173], [0.34832, 0.95051, 3.70401], [1.52437, 2.35107, 2.20344], [2.68072, 1.11509, 1.77407], [3.32876, 3.06804, 3.50353], [4.00453, 1.46472, 3.66389], [1.49726, 2.40985, 5.11646], [3.07713, 2.33516, 5.84922], [1.42774, 0.26888, 6.12378], [3.13303, -0.02436, 5.87908], [1.40166, -1.34443, 4.41834], [2.85416, -0.75753, 3.65868], [0.58733, -2.11079, 0.26430], [0.12356, -3.64246, 1.86520], [0.93413, -2.81080, 3.16233], [2.00294, -5.01388, 2.34074], [3.08906, -3.66024, 2.54527], [1.78344, -4.38220, -0.11145], [3.40723, -4.86806, 0.31883], [2.98158, -2.62195, -1.05724], [4.27414, -2.69714, 0.11311], [2.63514, -0.64163, 0.20254], [3.16442, -1.37940, 1.69156], [3.40039, 3.56304, -1.06350], [1.98473, 3.20743, -0.71063], [1.08592, 4.19856, -0.70991], [1.68543, 2.04460, -0.40945], [3.45122, 4.35672, -1.80663], [3.91623, 2.67813, -1.42661], [3.90208, 3.90959, -0.15830], [1.35852, 5.14613, -0.90380], [0.16200, 4.02932, -0.34186], [-2.69151, 2.75091, 5.88271], [-2.57892, 2.59460, 4.56719], [-3.48288, 1.79735, 3.87470], [-4.46258, 1.18626, 4.52836], [-3.35411, 1.62897, 2.50822], [-4.23547, 0.86161, 1.86705], [-2.31156, 2.22633, 1.79339], [-2.15909, 1.98575, 0.48471], [-1.44486, 3.05245, 2.50517], [-0.45490, 3.69245, 1.85257], [-1.56474, 3.23237, 3.87286], [-0.69951, 4.01626, 4.51557]],
  "energy_ha": -3531.612040,
  "spin_multiplicity": 5,
  "lumo_ev": [-1.950, -4.078],
  "e_homo_ev": [-8.573, -11.083],
  "homo_lumo_gap_ev": [6.6, 7.0],
  "relative_energy_kcal_mol": 13.90,
  "charge": 1
}


Question: Which formula does entry 1 have?
Answer: C45H60BaN4OP2S2


Question: Number 2 is which compound?
Answer: C45H60F5IrNO2P2Si


Question: The highest charge belongs to which entry?
Answer: C45H60BaN4OP2S2


Question: Which of these has the lowest charge?
Answer: C45H60F5IrNO2P2Si